67
Properties=species:S:1:pos:R:3 method="wB97M-V/def2-TZVPD" total_energy_ha=-2445.00967 multiplicity=1 charge=-1 max_force_ev_per_a=1.94 homo_lumo_gap_ha=0.225
O 1.09404 0.42732 1.27527
P 1.50372 -1.14112 0.71076
Cl 1.58458 -2.13441 2.67316
N 0.11999 -1.71201 0.19525
C -0.39809 -1.15728 -1.05729
C -1.93869 -1.02322 -1.03136
C -2.52943 -0.87803 0.37055
C -3.97500 -0.36275 0.34025
C -4.38041 0.49202 1.55520
C -4.71614 1.94763 1.24987
C -3.50397 2.83789 1.00775
S -2.56681 2.35720 -0.46551
C -0.97087 2.56015 0.17285
N -0.57816 3.18563 1.22585
N 0.80396 2.99289 1.29096
C 1.09683 2.28189 0.26840
O 0.03993 1.97519 -0.50423
H 1.83947 0.76992 1.78661
H -0.14062 -1.83550 -1.88351
H 0.01450 -0.17133 -1.31016
H -2.22155 -0.13067 -1.59766
H -2.35464 -1.89401 -1.53347
H -1.90070 -0.19659 0.94720
H -2.49316 -1.84723 0.86475
H -4.13447 0.19646 -0.58402
H -4.65838 -1.21581 0.30065
H -3.58743 0.48659 2.30765
H -5.25356 0.04075 2.03186
H -5.43483 2.01383 0.42749
H -5.21238 2.39106 2.11998
H -3.81017 3.87873 0.90119
H -2.82222 2.78775 1.85239
H 2.05836 1.90152 -0.02629
C 6.07749 4.93183 2.72732
C 5.04143 3.98633 2.12478
C 5.20860 3.76295 0.61677
O 4.78568 4.83515 -0.20298
C 5.71110 5.88763 -0.35649
N 3.70294 4.44055 2.49626
H 5.83541 5.97350 2.51429
H 6.09282 4.81992 3.81098
H 7.08056 4.72591 2.34667
H 5.18610 3.00410 2.58605
H 4.58077 2.91687 0.32787
H 6.24877 3.49984 0.37563
H 6.73960 5.51129 -0.38158
H 5.62802 6.63277 0.43946
H 5.49333 6.37560 -1.30654
H 3.00870 3.75441 2.20698
H 3.47885 5.26301 1.94253
C -0.80950 -4.89181 -1.39774
C -2.29347 -5.24514 -1.47767
C -2.58394 -6.70052 -1.85872
O -2.38288 -7.01989 -3.22426
C -1.04427 -7.27712 -3.59399
N -2.95667 -4.27914 -2.35472
H -0.38214 -4.74874 -2.39160
H -0.66854 -3.95798 -0.84952
H -0.24178 -5.67289 -0.88708
H -2.71130 -5.10687 -0.47514
H -3.64268 -6.90253 -1.67321
H -1.99967 -7.38544 -1.22836
H -0.50301 -7.78608 -2.79006
H -0.50435 -6.36428 -3.85548
H -1.06874 -7.92774 -4.46883
H -3.96536 -4.38831 -2.30544
H -2.71551 -4.49164 -3.31863

=====

59
Properties=species:S:1:pos:R:3 method="wB97M-V/def2-TZVPD" total_energy_ha=-4194.84066 multiplicity=4 charge=+1 e_above_lowest_kj_mol=4.5 max_force_ev_per_a=0.74 homo_lumo_gap_ha="0.248 / 0.257"
Mn 0.58987 0.23640 0.59283
N 8.09200 0.76582 -1.44359
C 6.85749 0.97964 -0.92795
C 6.13782 -0.07642 -0.33961
C 4.89238 0.14320 0.19619
C 4.35055 1.42855 0.16655
C 5.04620 2.49103 -0.41619
C 6.28762 2.26647 -0.95570
S 2.76687 1.71182 0.74546
O 2.37798 0.59898 1.65488
O 2.58798 3.04989 1.19977
N 1.70609 1.32813 -0.48373
C 0.63768 2.14862 -0.83384
N 0.71723 3.35923 -1.33656
C -0.45070 3.90607 -1.66940
C -1.67615 3.26370 -1.50473
C -1.66541 2.01756 -0.91981
N -0.50041 1.46153 -0.57749
H 8.47304 -0.16058 -1.49752
H 8.57819 1.49626 -1.92998
H 6.57574 -1.06566 -0.30589
H 4.33918 -0.66779 0.65006
H 4.61236 3.48203 -0.42491
H 6.84115 3.08469 -1.39786
H -0.40452 4.90450 -2.08767
H -2.60071 3.72828 -1.81048
H -2.56675 1.45513 -0.71596
F 0.04285 -1.75764 -1.68898
B 0.21688 -1.72180 -0.38407
F 1.49252 -1.73473 0.12879
Cl 0.51268 -5.94558 3.86146
C 1.23793 -4.40840 3.50011
C 2.32325 -4.36953 2.64766
C 2.89226 -3.14834 2.31975
C 2.38493 -1.98898 2.87772
C 1.31456 -2.04262 3.75931
Cl 0.83198 -0.55736 4.51803
C 0.68665 -3.25367 4.08266
N -0.41723 -3.36407 4.91243
C -1.46867 -2.42211 5.01153
C -1.83427 -1.91768 6.25397
C -2.83382 -0.96748 6.35539
C -3.46067 -0.49054 5.21112
C -3.11053 -1.00624 3.97598
C -2.13894 -1.99459 3.86396
C -1.85081 -2.62587 2.52995
C -1.04580 -1.79969 1.59397
O -0.78560 -2.34551 0.42781
O -0.63566 -0.65773 1.85095
H 2.70516 -5.29401 2.23802
H 3.73871 -3.10707 1.64862
H 2.82833 -1.02453 2.66824
H -0.51092 -4.22545 5.42403
H -1.29990 -2.25443 7.13282
H -3.10771 -0.57864 7.32690
H -4.22869 0.26716 5.28541
H -3.62578 -0.66249 3.08565
H -2.77387 -2.88552 2.00008
H -1.31215 -3.56884 2.63361

=====

16
Properties=species:S:1:pos:R:3 method="wB97M-V/def2-TZVPD" total_energy_ha=-3072.93539 smiles="O=c1cc[nH]c(Br)c1B(O)O" multiplicity=1 e_above_lowest_kj_mol=0.0 max_force_ev_per_a=5.59 homo_lumo_gap_ha=0.325
B 1.87990 0.34859 -0.17941
C -1.56655 -0.92599 1.33918
C -2.40086 -0.55504 0.33056
C 0.43462 -0.11030 0.00797
C -0.62636 0.14059 -1.02427
C -0.06759 -0.51496 1.32806
N -1.95603 0.15238 -0.80127
O 0.67832 -0.50460 2.32283
O 2.91029 -0.45747 0.17523
O 2.02658 1.51261 -0.90702
Br -0.26050 0.88814 -2.76841
H -1.94251 -1.58627 2.24410
H -3.45465 -0.53502 0.46819
H -2.51495 0.56540 -1.57248
H 3.85645 -0.09543 0.06937
H 3.00384 1.67736 -1.03264

=====

12
Properties=species:S:1:pos:R:3 method="wB97M-V/def2-TZVPD" total_energy_ha=-948.24550 multiplicity=1 charge=+3 e_above_lowest_kj_mol=92.3 max_force_ev_per_a=4.40 homo_lumo_gap_ha=0.078
Hf -13.42152 33.80458 -5.22515
Cl -11.12168 35.13152 -4.73512
C -7.73899 34.97295 -4.01006
C -8.16759 35.31944 -2.57973
O -6.94783 35.75759 -1.96867
C -6.08701 36.06901 -2.95731
O -5.24229 36.88517 -2.80283
O -6.42922 35.44598 -4.10878
F -8.65248 34.26072 -1.94868
H -8.28595 35.49194 -4.80506
H -7.88040 33.88298 -4.11970
H -8.89125 36.14877 -2.48990

=====

Number 1: molecular weight 475.02 Da. Number 2: molecular weight 648.17 Da. Number 3: molecular weight 217.81 Da. Number 4: molecular weight 319.99 Da.